Entry 1:
DFT (wB97M-V/def2-TZVPD) results for a structure of composition C42H46HfN4O2S2Te in a non-equilibrium geometry.

Positions of all 98 atoms, in Å:
Hf  -0.1021  1.5985  0.2748
C  -1.7876  1.8283  3.3638
C  -0.3447  2.1722  3.5657
C  0.1334  2.4701  4.8298
C  1.4780  2.7482  5.0058
C  2.3267  2.6852  3.9204
C  1.8068  2.3701  2.6730
N  0.4777  2.1633  2.4959
C  2.6728  2.2053  1.4904
C  4.0352  2.1895  1.5444
C  4.7702  1.9031  0.3688
C  4.1103  1.6486  -0.8017
C  2.7086  1.7190  -0.8459
N  2.0099  2.0167  0.3054
C  1.9103  1.5920  -2.0224
C  2.4595  1.3018  -3.2833
C  1.6657  1.3716  -4.3912
C  0.3251  1.7543  -4.2510
C  -0.1955  1.9917  -3.0029
C  -1.5936  2.5090  -2.8771
N  0.5634  1.8548  -1.8774
H  -2.2985  1.7749  4.3221
H  -1.8894  0.8521  2.8773
H  -2.2787  2.5682  2.7336
H  -0.5524  2.4786  5.6646
H  1.8637  2.9940  5.9861
H  3.3810  2.8775  4.0399
H  4.5617  2.3549  2.4713
H  5.8497  1.8751  0.4061
H  4.6700  1.4159  -1.6955
H  3.5033  1.0408  -3.3688
H  2.0736  1.1625  -5.3715
H  -0.3108  1.8743  -5.1162
H  -2.1808  2.2251  -3.7480
H  -1.5671  3.6006  -2.8259
H  -2.0950  2.1443  -1.9901
C  -0.1159  8.4559  -0.4365
C  0.0058  6.9988  -0.1431
S  1.5297  6.1705  0.2115
C  -0.9059  6.0188  -0.0444
C  -2.3829  5.9858  -0.1997
S  0.1196  4.6508  0.3940
H  0.8484  8.8747  -0.7219
H  -0.4749  9.0071  0.4339
H  -0.8088  8.6273  -1.2604
H  -2.7497  6.9851  -0.4343
H  -2.8685  5.6479  0.7169
H  -2.6851  5.3090  -1.0006
C  -3.9737  1.3320  0.3477
C  -2.4897  1.3666  0.1496
O  -1.8994  2.5857  0.4462
N  -1.7490  0.3963  -0.2336
Te  -1.7728  -2.5753  0.5160
C  -1.2687  -4.5490  1.1289
C  -1.1633  -5.5835  0.1928
C  -1.4239  -5.3890  -1.2773
C  -0.8101  -6.8548  0.6383
C  -0.5842  -7.1300  1.9783
C  -0.1943  -8.5065  2.4396
C  -0.7548  -6.0977  2.8921
C  -1.1011  -4.8127  2.4947
C  -1.2946  -3.7725  3.5719
C  -0.4299  -2.3485  -1.1116
C  0.9298  -2.6651  -0.9759
C  1.5191  -3.4094  0.1942
C  1.7956  -2.3623  -2.0245
C  1.3559  -1.7715  -3.1985
C  2.3027  -1.4945  -4.3330
C  0.0024  -1.4877  -3.3140
C  -0.9066  -1.7733  -2.2995
C  -2.3578  -1.4947  -2.5937
H  -4.4032  2.3254  0.2326
H  -4.1890  0.9816  1.3605
H  -4.4249  0.6306  -0.3507
H  -2.2965  -4.7551  -1.4496
H  -1.6057  -6.3502  -1.7557
H  -0.5789  -4.9168  -1.7830
H  -0.7245  -7.6555  -0.0882
H  -0.1855  -9.2133  1.6114
H  -0.8881  -8.8773  3.1952
H  0.8010  -8.4991  2.8872
H  -0.6282  -6.3000  3.9508
H  -1.6661  -4.2452  4.4805
H  -2.0154  -3.0038  3.2904
H  -0.3574  -3.2696  3.8140
H  0.9846  -3.2610  1.1306
H  2.5605  -3.1224  0.3416
H  1.4930  -4.4854  0.0034
H  2.8451  -2.6172  -1.9185
H  3.3412  -1.5587  -4.0086
H  2.1328  -0.5039  -4.7533
H  2.1606  -2.2181  -5.1379
H  -0.3700  -1.0413  -4.2311
H  -2.4725  -0.4960  -3.0177
H  -2.9961  -1.5582  -1.7179
H  -2.7224  -2.2116  -3.3331
O  0.5962  -0.2940  1.2692
C  0.2063  -1.1501  1.9637

Values from the calculation:
spin multiplicity	2
LUMO level (spin up / spin down)	-3.0963 / -3.2359	eV
energy above the lowest of the compared OMol25 structures with the same formula, charge and spin	45.6	kcal per mole
net charge	+1

Results of the Löwdin charge analysis, in e, for atoms 1 through 4:
1 Hf 1.6207
2 C -0.0119
3 C -0.2850
4 C -0.0018

***

Entry 2:
DFT (wB97M-V/def2-TZVPD) results for an isolated molecule of C5H6S2 in a non-equilibrium geometry.

Positions of all 13 atoms, in Å:
C  0.8860  0.2224  -0.1091
C  -0.2541  1.4153  0.0120
C  -1.5323  0.6850  0.5476
C  -2.8534  0.1815  -0.1015
C  -1.4520  -0.5492  -0.3833
H  0.3035  2.3995  0.1736
H  -0.7947  1.4295  -1.0583
H  -1.4073  0.5499  1.5462
H  -3.3576  0.6866  -0.9832
H  -3.6654  -0.2834  0.5606
H  -1.1497  -0.0217  -1.3149
S  2.4867  0.2505  -0.0272
S  0.0949  -1.2811  0.1073

Values from the calculation:
LUMO level	-0.1257	eV
energy above the lowest of the compared OMol25 structures with the same formula, charge and spin	98.1	kcal per mole
SMILES string	S=C1C[C@H]2C[C@@H]2S1

Results of the Löwdin charge analysis, in e, for atoms 1 through 4:
1 C -1.1491
2 C -0.1521
3 C -0.3243
4 C -0.0254

***

Entry 3:
DFT (wB97M-V/def2-TZVPD) results for a structure of composition C32H55Cl2N4O4PbSi in a non-equilibrium geometry.

Positions of all 99 atoms, in Å:
C  2.6557  -2.7418  -2.2628
C  2.2249  -1.9783  -3.4639
H  2.1484  -3.7087  -2.2856
H  2.4123  -2.2365  -1.3283
H  3.7356  -2.9348  -2.2827
C  2.2797  -2.5412  -4.6866
C  2.5913  -3.9675  -4.9274
H  2.1395  -1.9822  -5.6083
H  1.9777  -4.6492  -4.3222
H  3.6458  -4.2039  -4.7334
H  2.3868  -4.1951  -5.9767
Pb  1.9890  1.2499  -0.5436
Cl  2.4674  3.2801  -2.0902
C  -0.2348  3.7087  -0.1738
O  -0.1633  2.4751  0.0770
N  -1.2684  4.3385  -0.7453
C  -2.6429  3.8540  -0.6046
C  -0.9757  5.4492  -1.6538
H  0.6224  4.3898  0.0559
H  -2.8455  3.5568  0.4319
H  -2.8794  3.0342  -1.2938
H  -3.2950  4.6914  -0.8479
H  -0.1181  6.0042  -1.2510
H  -1.8585  6.0838  -1.7015
H  -0.7403  5.0772  -2.6637
H  -3.2297  1.2058  5.0235
H  -0.9986  0.4673  7.1078
C  -3.0768  0.1184  4.9451
C  -1.3320  -0.4674  6.6228
N  -1.7047  -0.2509  5.2333
H  -3.3342  -0.1956  3.9302
C  -0.7909  -0.2778  4.2248
O  -1.0298  -0.0727  3.0604
H  -0.4996  -1.1846  6.6542
H  0.2369  -0.4990  4.6066
H  -3.7218  -0.3788  5.6766
H  -2.1988  -0.8708  7.1609
H  -0.1091  -5.3602  1.6321
H  -1.2850  -5.3689  -1.3196
C  -1.0464  -5.8960  1.3954
C  -2.2062  -5.5107  -0.7379
N  -1.9852  -5.0897  0.6341
H  -1.4990  -6.1860  2.3531
C  -2.4621  -3.9031  1.1028
O  -3.1145  -3.1158  0.4021
H  -2.9991  -4.9083  -1.1683
H  -2.2246  -3.6908  2.1713
H  -0.8234  -6.7919  0.8050
H  -2.4505  -6.5799  -0.7186
O  1.3530  -0.0736  -2.1068
C  1.9336  -0.4541  -3.3019
C  0.3884  -0.5237  -5.3770
C  1.3354  0.1438  -4.5834
H  0.0320  -1.5148  -5.0710
C  -0.0566  0.0558  -6.5798
H  2.9208  0.0306  -3.1920
C  1.8342  1.3788  -4.9891
H  -0.8059  -0.4773  -7.1726
C  0.5025  1.2557  -7.0143
C  1.4488  1.9120  -6.2140
H  2.5327  1.8923  -4.3304
H  0.2091  1.6678  -7.9847
H  1.9063  2.8368  -6.5411
Si  -1.4393  -1.0090  -2.1699
Cl  -0.6359  -2.8463  -1.7060
C  -2.2151  -1.6289  -3.7663
C  -1.2036  0.8068  -2.9664
C  -2.1081  -0.2295  -0.5860
H  -2.3622  -0.8004  -4.4763
H  -3.1696  -2.0095  -3.3971
H  -1.6415  -2.4180  -4.2896
H  -1.6879  -0.5595  0.3742
H  -3.1978  -0.4453  -0.5855
H  -1.9538  0.8644  -0.5619
H  -1.0666  0.7365  -4.0485
H  -0.3985  1.4263  -2.5568
H  -2.1766  1.2937  -2.7870
C  -1.0560  3.1993  4.6799
N  0.1701  2.4338  4.6453
C  0.8995  2.4628  5.8927
C  0.9543  2.6471  3.4362
C  2.1248  1.7216  3.2819
C  3.2589  1.9583  4.1086
C  4.2521  0.9861  4.1942
C  4.1912  -0.1504  3.3830
C  3.1444  -0.2759  2.4296
C  2.2197  0.7420  2.3301
H  -0.8511  4.2812  4.6838
H  -1.6253  2.9533  5.5828
H  -1.6513  2.9513  3.7969
H  1.6142  1.6319  5.9619
H  1.4489  3.4125  6.0500
H  0.1929  2.3545  6.7257
H  0.2809  2.5318  2.5844
H  1.3309  3.6940  3.4353
H  3.3001  2.8595  4.7237
H  5.0756  1.1353  4.8997
H  4.9487  -0.9459  3.4687
H  3.1290  -1.1419  1.7715

Values from the calculation:
LUMO level	2.4656	eV
energy above the lowest of the compared OMol25 structures with the same formula, charge and spin	104.2	kcal per mole
net charge	-1

Results of the Löwdin charge analysis, in e, for atoms 1 through 4:
1 C -0.0885
2 C -0.2322
3 H 0.0526
4 H 0.0608

***

Entry 4:
DFT (wB97M-V/def2-TZVPD) results for a cluster of 2 separate species, C8H12NO2P in total in a non-equilibrium geometry.

Positions of all 24 atoms, in Å:
C  -1.3274  -1.8829  -0.6313
C  -1.2763  -0.7322  -1.2980
C  -0.2983  -2.1483  0.2564
C  -0.1487  0.2860  -1.2407
C  0.6933  -1.3023  0.5211
C  0.7754  -0.0425  -0.0856
C  2.7943  0.6224  1.3249
C  1.7816  0.8550  0.1439
N  1.7597  2.2042  -0.2535
O  -4.1252  -0.2219  0.8318
O  -3.4403  1.5659  -0.8772
P  -2.8276  0.7832  0.2053
H  -2.2897  -2.4947  -0.7690
H  -2.1083  -0.4449  -1.9276
H  -0.0382  -3.1817  0.7343
H  0.4818  0.2102  -2.1773
H  1.3988  -1.7026  1.2603
H  3.1091  -0.4360  1.3629
H  3.6549  1.2677  1.2285
H  2.1399  0.8172  2.1599
H  -3.7962  -0.3953  1.7320
H  2.5264  2.8085  -0.2268
H  1.2074  2.2642  -1.0361
H  -0.6463  1.3009  -1.2383

Values from the calculation:
LUMO level	-0.2411	eV
energy above the lowest of the compared OMol25 structures with the same formula, charge and spin	62.2	kcal per mole
SMILES string	C/C(N)=C1\C=CC=CC1.O=PO

Results of the Löwdin charge analysis, in e, for atoms 1 through 4:
1 C -0.1501
2 C -0.2309
3 C -0.1397
4 C -0.1729

***

Entry 5:
DFT (wB97M-V/def2-TZVPD) results for a cluster of 7 separate species, C41H101F6N5O8P in total in a non-equilibrium geometry.

Positions of all 162 atoms, in Å:
C  -14.0197  8.6073  -0.5683
C  -12.7864  7.7205  -0.7863
N  -11.6873  8.3300  -1.7756
C  -12.3022  8.0308  -3.2025
C  -11.5456  9.8750  -1.5371
C  -10.5098  10.4922  -2.5192
C  -10.3570  7.4762  -1.7422
C  -9.4850  7.8125  -0.4352
O  -10.1985  8.1138  0.7063
C  -9.3649  8.2725  1.8286
H  -13.9996  9.4354  0.1402
H  -14.9085  8.0448  -0.2822
H  -14.3024  9.0292  -1.5327
H  -13.0816  6.7426  -1.1667
H  -12.2081  7.4590  0.0998
H  -12.4253  6.9484  -3.2406
H  -11.5145  8.4321  -3.8400
H  -13.2277  8.5276  -3.4938
H  -11.1763  9.8827  -0.5116
H  -12.5030  10.3796  -1.4068
H  -10.1937  11.4907  -2.2173
H  -10.9029  10.6375  -3.5253
H  -9.5716  9.9694  -2.7052
H  -9.8994  7.6917  -2.7078
H  -10.5674  6.4074  -1.7015
H  -8.7045  8.5599  -0.5776
H  -8.8447  6.9415  -0.2952
H  -8.8138  7.4177  2.2206
H  -9.9233  8.7227  2.6493
H  -8.5845  9.0056  1.6243
C  -1.5579  13.6256  -3.5925
C  -1.7597  13.5792  -2.0165
N  -2.9884  12.7676  -1.5585
C  -2.7567  11.2721  -1.8242
C  -3.1822  13.0082  -0.0189
C  -1.9934  12.6976  0.8598
C  -4.3028  13.1673  -2.2794
C  -5.6892  12.8195  -1.7372
O  -5.8326  11.4386  -1.7674
C  -6.9763  11.0347  -1.0301
H  -0.7041  14.2608  -3.8285
H  -2.4405  14.1260  -3.9909
H  -1.4301  12.6664  -4.0941
H  -1.8038  14.5939  -1.6208
H  -0.8726  13.2348  -1.4850
H  -3.5804  10.7011  -1.3957
H  -1.8133  10.9932  -1.3548
H  -2.8742  11.1458  -2.9005
H  -3.8990  12.2518  0.3008
H  -3.3171  14.0697  0.1889
H  -1.1123  13.3129  0.6772
H  -1.9158  11.6352  0.6286
H  -2.1606  12.9070  1.9164
H  -4.1636  12.8967  -3.3260
H  -4.1720  14.2479  -2.3368
H  -6.3940  13.3338  -2.3906
H  -5.8846  13.0971  -0.7014
H  -7.8804  11.4872  -1.4375
H  -6.8700  11.2833  0.0258
H  -7.1845  9.9767  -1.1893
C  2.8650  7.2122  -0.4975
C  1.6143  7.0769  -1.3787
N  1.8780  6.7120  -2.8703
C  2.8835  7.7499  -3.4487
C  2.1895  5.1819  -3.0413
C  2.2594  4.5883  -4.4250
C  0.6777  7.0469  -3.8313
C  -0.6988  6.4530  -3.4403
O  -1.0995  7.0052  -2.2338
C  -2.2105  7.9924  -2.2962
H  3.5992  6.4110  -0.5821
H  2.6205  7.3018  0.5609
H  3.3462  8.1774  -0.6555
H  0.9860  7.9666  -1.3375
H  0.8948  6.3627  -0.9782
H  2.9889  7.5892  -4.5216
H  3.7992  7.4309  -2.9509
H  2.6371  8.8062  -3.3406
H  1.4714  4.6495  -2.4176
H  3.1033  4.9887  -2.4794
H  1.2767  4.6134  -4.8959
H  2.6606  3.5782  -4.5068
H  2.9271  5.1934  -5.0383
H  0.9003  6.8012  -4.8696
H  0.5152  8.1236  -3.7824
H  -0.5810  5.3869  -3.2460
H  -1.3295  6.6203  -4.3134
H  -2.1430  8.9284  -2.8506
H  -2.3636  8.3236  -1.2690
H  -3.1700  7.5151  -2.4952
C  -13.6619  4.5881  -6.1760
C  -12.5322  5.4127  -6.7930
N  -11.7102  4.6939  -7.9402
C  -10.8361  3.5643  -7.2674
C  -12.5833  3.9251  -8.9280
C  -11.9347  3.3628  -10.2000
C  -10.7358  5.7081  -8.6166
C  -10.1716  6.8976  -7.7694
O  -11.1178  7.7851  -7.2934
C  -10.5142  8.8785  -6.6618
H  -14.4135  4.3472  -6.9277
H  -14.1729  5.1590  -5.4007
H  -13.3848  3.6394  -5.7162
H  -11.8621  5.8680  -6.0638
H  -13.0004  6.2097  -7.3707
H  -11.3904  3.0787  -6.4642
H  -9.9830  4.1186  -6.8762
H  -10.4191  2.8152  -7.9405
H  -13.3349  4.6797  -9.1601
H  -13.0344  3.1392  -8.3223
H  -12.6308  3.3625  -11.0388
H  -11.4454  2.3895  -10.2349
H  -11.0727  4.0016  -10.3924
H  -11.1958  6.0966  -9.5251
H  -9.9050  5.1442  -9.0408
H  -9.3776  7.5093  -8.1977
H  -9.6496  6.3976  -6.9537
H  -11.3165  9.3970  -6.1368
H  -9.9858  9.4559  -7.4203
H  -9.7505  8.6185  -5.9288
C  -3.1896  7.8813  -9.7115
C  -3.6497  9.0053  -8.7283
N  -4.2638  8.5928  -7.3607
C  -4.9639  7.2222  -7.6049
C  -3.1839  8.4819  -6.2275
C  -2.3622  9.7226  -5.9307
C  -5.3086  9.7034  -7.0074
C  -6.7058  9.6121  -7.7523
O  -6.5682  9.2813  -9.1659
C  -7.7783  9.3273  -9.9187
H  -3.9822  7.1542  -9.8885
H  -2.2763  7.4106  -9.3476
H  -2.7749  8.2911  -10.6324
H  -4.4133  9.4380  -9.3747
H  -2.8367  9.7074  -8.5436
H  -5.6607  7.1730  -8.4416
H  -5.5793  7.1123  -6.7120
H  -4.1646  6.4920  -7.4779
H  -2.6158  7.5821  -6.4637
H  -3.6377  8.1908  -5.2802
H  -1.6522  9.6011  -5.1126
H  -2.8625  10.6890  -5.8692
H  -1.6347  10.0771  -6.6608
H  -4.7664  10.6224  -7.2300
H  -5.4534  9.6331  -5.9293
H  -7.2808  10.4915  -7.4621
H  -7.3264  8.7891  -7.3980
H  -7.4977  9.3040  -10.9718
H  -8.1993  10.3116  -9.7140
H  -8.5042  8.5595  -9.6510
O  -7.1703  7.3227  -2.4608
C  -6.8975  7.8307  -3.6684
O  -7.7072  7.8145  -4.5849
O  -5.7155  8.2669  -3.8701
H  -6.3901  7.6762  -2.0272
P  -4.9319  7.8218  1.6051
F  -5.1322  8.5401  3.0138
F  -6.4048  7.1764  1.5545
F  -5.4840  9.2524  0.9746
F  -4.8206  7.0841  0.1373
F  -3.4511  8.4933  1.7011
F  -4.4488  6.4466  2.3685

Values from the calculation:
spin multiplicity	2
LUMO level (spin up / spin down)	-7.5798 / -12.5052	eV
net charge	+4

Results of the Löwdin charge analysis, in e, for atoms 1 through 4:
1 C -0.0550
2 C -0.1193
3 N -0.1975
4 C 0.0196